[1]
15
Properties=species:S:1:pos:R:3:forces:R:3 method="wB97M-V/def2-TZVPD" e_tot_ev=-10420.406 homo_lumo_gap_ev=11.2253 homo_energy_ev=-10.65 relative_energy_kcal_mol=13.8 max_force_ha_per_bohr=0.008 smiles="CC[C@@H](O)C(=O)O"
C 1.3194 0.8828 -0.6044 0.06 0.04 -0.01
C -0.1542 0.5795 -0.8817 -0.01 -0.02 -0.08
C -0.9715 -0.0783 0.2507 0.19 0.13 0.08
O -2.1585 -0.6178 -0.2593 -0.04 -0.14 -0.02
C -0.1902 -1.1870 0.9535 -0.11 -0.24 -0.13
O -0.4220 -2.3524 0.7611 0.10 0.38 0.08
O 0.7752 -0.7994 1.8023 -0.03 0.05 0.02
H 1.8836 -0.0174 -0.3389 -0.09 0.14 -0.07
H 1.4617 1.6242 0.1939 -0.07 -0.10 -0.09
H 1.7833 1.2990 -1.5032 -0.08 -0.01 0.13
H -0.6808 1.4991 -1.1597 0.06 -0.15 0.00
H -0.2316 -0.0951 -1.7402 0.03 0.04 0.10
H -1.2360 0.6765 1.0075 0.07 -0.07 -0.07
H -2.0190 -1.5806 -0.2812 -0.10 0.12 0.00
H 0.8407 0.1670 1.7995 0.01 -0.16 0.06


[2]
30
Properties=species:S:1:pos:R:3:forces:R:3 method="wB97M-V/def2-TZVPD" e_tot_ev=-20259.635 multiplicity=2 homo_lumo_gap_ev="10.3810 / 5.2983" homo_energy_ev="-10.38 / -10.37" relative_energy_kcal_mol=16.0 max_force_ha_per_bohr=0.050
O 0.0435 -0.6742 -1.1164 -0.66 1.70 0.54
C -0.6808 -0.3170 -0.1819 0.71 -2.50 -0.02
O -0.8559 0.9492 0.0643 0.29 -0.75 -1.05
C -1.2243 -1.3441 0.7869 0.55 0.32 0.52
C -0.3709 -1.3220 2.1201 -1.98 -0.16 0.66
C 0.3835 -0.0212 2.3996 0.07 -0.18 -0.71
N 1.3393 -0.2955 3.4533 0.86 0.98 -0.21
H -1.1838 -2.3383 0.3243 0.18 0.43 -0.19
H -2.2668 -1.1146 0.9585 -0.23 0.11 0.33
H 0.2024 -2.2556 2.2964 0.32 0.82 -0.78
H -1.1111 -1.4325 2.9297 0.13 0.15 -0.16
H 0.7706 0.3781 1.4420 0.78 -0.42 0.48
H -0.2353 0.8358 2.7076 -0.40 -0.59 0.20
H 1.8374 0.5899 3.6171 -0.10 -0.63 0.29
H 2.0459 -0.9419 3.1005 -0.15 0.09 0.16
H 2.3271 -1.4536 -0.9645 -0.08 0.05 -0.05
H 2.0684 -1.8249 -2.4518 0.93 0.29 0.50
O 2.7776 -1.7042 -1.7735 -0.20 -0.31 -0.35
H -1.0303 3.0071 0.0347 0.23 0.05 -0.19
H 0.2742 3.1520 0.8722 -0.34 -0.02 -0.24
O -0.6461 3.4365 0.7972 0.13 0.56 0.57
H 0.3722 -2.2630 -2.6029 -0.27 -0.14 -0.45
H 0.4292 -0.9172 -3.2128 -0.07 0.28 -0.33
O 0.5857 -1.8330 -3.4461 -0.13 -0.53 0.23
H -3.4187 1.3261 1.5600 -0.37 -0.14 -0.44
H -2.5245 1.2205 0.3582 -0.90 0.08 -0.12
O -3.4391 1.0172 0.6352 0.66 0.33 0.72
H 1.7339 2.0592 -2.1456 0.34 0.20 -0.27
H 0.9271 0.8765 -2.4834 0.21 -0.07 -0.23
O 1.5687 1.4751 -2.8956 -0.52 -0.01 0.59


[3]
12
Properties=species:S:1:pos:R:3:forces:R:3 method="wB97M-V/def2-TZVPD" e_tot_ev=-7212.783 homo_lumo_gap_ev=5.8707 homo_energy_ev=-1.61 relative_energy_kcal_mol=59.9 max_force_ha_per_bohr=0.048 total_charge=-1
C 1.9410 -0.9143 -0.1686 1.35 -1.34 -0.93
O 1.3650 0.0997 0.6014 -1.20 -0.46 -0.57
H 2.4873 -1.6414 0.4619 -0.24 0.11 0.30
H 1.3750 -1.6596 -0.8811 0.12 2.05 1.22
H 2.7933 -0.4631 -0.7478 -0.85 -0.25 -0.01
N -1.6095 1.4458 -0.6277 1.36 -2.05 0.24
C -1.4425 0.8971 0.6118 -2.00 -0.08 0.95
N -1.5614 -0.4615 0.6709 -0.90 1.96 0.05
H -1.8672 2.3791 -0.7447 0.02 1.19 -0.17
H -1.7150 0.7520 -1.3511 -0.50 -0.02 -0.83
H 0.3564 0.0512 0.6155 1.16 -0.40 0.22
H -2.1224 -0.4852 1.5593 1.68 -0.73 -0.47


[4]
18
Properties=species:S:1:pos:R:3:forces:R:3 method="wB97M-V/def2-TZVPD" e_tot_ev=-66513.580 homo_lumo_gap_ev=3.5759 homo_energy_ev=-3.38 relative_energy_kcal_mol=0.2 max_force_ha_per_bohr=0.044 total_charge=-1
Cl -2.4375 -1.2515 0.7452 0.11 0.14 -0.11
C -0.8558 -0.7407 1.1128 0.46 -0.88 0.31
C 0.0343 -1.5606 1.7329 -0.60 0.79 -0.33
Cl -0.3729 -3.1511 2.1961 0.08 -0.05 0.01
C 1.3970 -1.0930 2.1081 0.94 -1.02 0.45
O 2.1994 -1.8279 2.6772 -1.12 1.08 -0.73
C 1.7321 0.3138 1.7562 -0.83 0.65 -0.38
Cl 3.2639 0.8727 2.2566 0.08 -0.07 0.00
C 0.8398 1.1236 1.1247 0.92 -0.54 0.35
Cl 1.2069 2.7484 0.7638 -0.08 -0.02 -0.07
C -0.5092 0.6506 0.7233 -1.47 1.26 -0.35
O -1.3244 1.3923 0.1797 1.54 -1.34 0.94
C -0.7731 0.7561 -2.5886 0.09 0.40 0.22
C -2.0847 0.4290 -2.8815 -2.13 0.14 -0.65
N -3.2147 0.2602 -3.1607 1.33 -0.04 0.51
C 0.2536 -0.0496 -3.0416 1.75 -0.60 -0.63
N 1.1910 -0.6465 -3.4253 -1.00 0.40 0.53
H -0.5457 1.7742 -2.2788 -0.06 -0.30 -0.07


[5]
63
Properties=species:S:1:pos:R:3:forces:R:3 method="wB97M-V/def2-TZVPD" e_tot_ev=-101690.112 multiplicity=2 homo_lumo_gap_ev="8.1797 / 7.5015" homo_energy_ev="-10.99 / -11.52" relative_energy_kcal_mol=20.7 max_force_ha_per_bohr=0.014 total_charge=+1
Fe -1.1628 0.2235 0.7104 -0.39 -0.09 0.01
N -4.2198 -1.0265 -1.6914 -0.03 0.00 -0.02
C -4.4188 -0.5698 -0.2518 0.01 -0.03 0.04
C -5.8923 -0.5366 0.1035 0.00 0.02 0.01
P -3.5080 1.0552 -0.1678 0.22 -0.25 -0.38
O -4.5722 2.1546 -0.6143 -0.02 -0.01 0.18
O -2.9729 1.2502 1.2247 0.03 -0.13 -0.27
O -2.4470 0.9249 -1.2298 0.02 -0.05 -0.04
P -3.4416 -1.7780 0.7721 0.01 0.48 0.00
O -3.9756 -3.1312 0.0799 0.05 -0.02 -0.15
O -3.7687 -1.6877 2.2066 0.10 -0.08 -0.01
O -2.0316 -1.5214 0.2753 0.00 -0.35 0.38
H -4.9691 -0.6855 -2.2932 0.02 0.06 -0.03
H -4.1877 -2.0479 -1.7487 -0.02 -0.02 0.03
H -3.3187 -0.6113 -1.9982 0.00 0.00 0.03
H -6.4413 0.1678 -0.5249 0.00 0.00 0.00
H -5.9918 -0.2247 1.1428 -0.01 -0.01 0.00
H -6.3431 -1.5263 0.0157 0.01 0.00 0.01
H -4.9731 2.6450 0.1139 -0.01 0.00 0.02
H -4.0114 -3.8907 0.6731 -0.04 0.02 0.05
N -1.1102 -0.3132 2.6483 -0.22 0.08 -0.08
C -0.3259 -1.5532 2.7616 0.09 -0.07 -0.21
C 0.5332 -1.7912 1.5134 0.12 0.48 -0.08
O 1.0953 -2.8462 1.3389 -0.03 -0.05 0.09
O 0.6628 -0.7266 0.7308 -0.42 -0.31 0.02
H -0.8504 0.3994 3.3192 0.22 -0.08 0.01
H -2.0889 -0.5479 2.8370 -0.02 0.14 -0.05
H -1.0034 -2.3970 2.8726 0.04 -0.03 -0.04
H 0.3307 -1.5548 3.6320 0.07 0.04 -0.04
C 4.7593 0.9029 0.8411 0.06 0.00 -0.01
C 3.3081 0.4302 0.9287 -0.04 -0.03 0.02
P 2.8002 -0.7369 -0.3760 0.20 -0.02 0.16
C 3.6400 -2.2924 0.0491 0.05 0.01 -0.07
C 3.3681 -3.4562 -0.8970 -0.02 0.01 -0.01
C 3.5526 -0.1287 -1.9374 -0.12 0.02 -0.04
C 2.8654 -0.6071 -3.2147 -0.05 -0.01 -0.02
H 4.9906 1.5393 1.6952 -0.02 0.00 0.00
H 4.9473 1.4852 -0.0607 -0.02 -0.01 0.00
H 5.4632 0.0705 0.8590 -0.02 -0.01 0.00
H 2.6202 1.2770 0.9224 -0.02 0.00 -0.06
H 3.1246 -0.0967 1.8678 -0.01 0.00 0.00
H 3.3330 -2.5462 1.0611 0.00 0.01 0.00
H 4.7058 -2.0358 0.0654 0.01 -0.01 -0.01
H 2.3107 -3.7161 -0.8849 0.00 0.02 0.00
H 3.9340 -4.3286 -0.5732 -0.01 0.00 0.01
H 3.6721 -3.2319 -1.9194 0.01 0.00 0.01
H 4.6027 -0.4371 -1.9005 0.00 -0.01 -0.04
H 3.5392 0.9613 -1.8971 0.00 0.07 0.02
H 2.8414 -1.6930 -3.2889 0.01 0.01 0.00
H 3.3890 -0.2190 -4.0872 0.02 0.00 0.01
H 1.8360 -0.2491 -3.2647 0.01 0.00 0.02
N 2.5826 3.5343 -3.0124 0.02 -0.04 0.06
C 1.8998 3.4869 -2.0899 0.03 -0.05 -0.05
C 1.0424 3.3875 -0.9422 0.02 0.00 0.00
C 0.7218 4.5023 -0.1747 -0.02 0.00 0.02
C -0.1336 4.3320 0.8980 -0.03 0.00 -0.04
C -0.6341 3.0691 1.1634 0.12 -0.02 -0.01
N -0.3013 1.9910 0.4403 0.17 0.41 0.58
C 0.5200 2.1492 -0.5945 -0.14 -0.02 -0.06
H 1.1292 5.4721 -0.4256 -0.01 0.00 0.00
H -0.4267 5.1676 1.5167 0.01 0.00 0.01
H -1.3373 2.8966 1.9657 0.01 -0.01 0.01
H 0.7380 1.2666 -1.1845 0.01 -0.01 0.03